{"formula": "C23H31Cl3N3O4Re", "method": "ωB97M-V/def2-TZVPD", "energy_ev": -76703.250, "s_squared": 3.859, "lumo_energy_ev": [-2.62, -3.62], "homo_lumo_gap_ev": [8.687, 8.150], "multiplicity": 4, "charge": 1, "symbols": ["H", "H", "C", "Re", "H", "H", "H", "H", "H", "C", "C", "H", "O", "H", "H", "C", "H", "C", "H", "C", "H", "H", "N", "H", "H", "H", "H", "C", "C", "O", "H", "H", "C", "Cl", "C", "C", "C", "C", "H", "C", "C", "H", "H", "O", "H", "Cl", "C", "C", "H", "O", "H", "H", "H", "C", "N", "C", "N", "C", "C", "C", "H", "H", "C", "Cl", "H"], "coordinates": [[11.187, 14.459, 12.066], [6.200, 9.584, 10.495], [12.070, 5.957, 6.058], [12.503, 11.094, 8.383], [12.732, 13.682, 11.987], [11.937, 15.908, 9.888], [11.060, 13.907, 7.505], [12.696, 8.124, 4.535], [12.244, 5.008, 6.636], [10.657, 6.476, 6.241], [15.132, 12.358, 6.507], [10.420, 7.016, 4.154], [5.549, 8.877, 8.596], [10.504, 6.939, 7.236], [13.270, 6.605, 7.656], [7.894, 13.484, 9.636], [14.185, 6.787, 6.173], [5.847, 10.092, 7.969], [6.825, 13.697, 7.808], [7.273, 10.101, 7.457], [5.163, 10.118, 7.111], [8.829, 14.099, 6.463], [10.475, 10.717, 8.507], [10.715, 9.527, 4.313], [8.380, 8.661, 10.383], [7.429, 9.252, 6.807], [9.207, 13.425, 11.364], [13.195, 6.868, 6.616], [11.732, 13.690, 10.088], [16.556, 10.701, 7.460], [10.650, 9.459, 6.080], [7.578, 11.025, 7.008], [10.246, 7.535, 5.137], [15.273, 13.846, 7.467], [12.586, 12.535, 9.568], [11.725, 13.671, 11.611], [7.815, 13.693, 8.264], [10.915, 8.903, 5.199], [12.676, 14.960, 8.577], [9.400, 10.305, 8.554], [7.841, 8.721, 9.443], [12.225, 5.702, 5.043], [9.936, 5.640, 6.187], [12.622, 9.001, 7.542], [5.717, 10.944, 8.664], [16.253, 12.336, 5.131], [12.782, 8.287, 6.538], [15.464, 11.165, 7.468], [13.442, 15.052, 10.174], [14.420, 10.832, 8.222], [11.320, 12.697, 11.888], [8.080, 7.830, 8.908], [9.168, 7.667, 5.184], [10.172, 13.822, 8.119], [8.141, 9.924, 8.664], [12.450, 14.984, 9.643], [12.398, 8.777, 5.288], [6.337, 8.764, 9.767], [8.972, 13.877, 7.506], [10.279, 13.686, 9.482], [7.048, 13.276, 10.232], [13.560, 12.436, 10.029], [9.160, 13.521, 10.279], [13.453, 12.235, 5.868], [6.142, 7.785, 10.252]], "nbo_charge": [0.226, 0.183, -0.400, 1.333, 0.222, 0.232, 0.210, 0.380, 0.236, -0.415, -0.203, 0.213, -0.497, 0.196, 0.244, -0.201, 0.263, -0.086, 0.217, -0.229, 0.220, 0.221, -0.529, 0.226, 0.230, 0.199, 0.228, -0.525, -0.135, -0.508, 0.198, 0.235, -0.426, 0.060, -0.309, -0.602, -0.240, -0.224, 0.213, 0.672, -0.241, 0.211, 0.239, -0.684, 0.184, 0.086, 0.787, 0.749, 0.216, -0.765, 0.206, 0.197, 0.221, -0.186, -0.457, -0.600, -0.630, -0.080, -0.220, -0.014, 0.215, 0.203, -0.218, 0.036, 0.216]}

{"formula": "C23H31CoF6O3", "method": "ωB97M-V/def2-TZVPD", "energy_ev": -84426.251, "s_squared": 3.776, "lumo_energy_ev": [2.31, 2.31], "homo_lumo_gap_ev": [5.579, 6.433], "multiplicity": 4, "charge": -1, "symbols": ["C", "C", "O", "C", "H", "H", "H", "C", "H", "H", "C", "F", "H", "C", "H", "C", "H", "O", "H", "C", "C", "H", "C", "Co", "H", "H", "H", "C", "H", "H", "C", "F", "C", "C", "F", "H", "H", "O", "H", "H", "H", "C", "C", "H", "H", "F", "C", "H", "H", "H", "F", "C", "F", "H", "C", "C", "H", "H", "H", "H", "H", "C", "C", "C"], "coordinates": [[0.435, -1.786, 1.566], [-3.406, 2.006, -0.070], [-1.544, 0.598, 0.507], [-2.289, 1.672, 0.924], [-1.559, -6.274, -5.476], [-1.325, -0.131, -3.167], [-0.726, -8.872, -3.842], [-3.418, -7.907, -2.957], [-0.726, -8.009, -2.297], [-4.330, -8.071, -3.553], [0.726, 0.215, 2.666], [-3.589, 0.079, 2.128], [0.088, -2.790, 1.312], [0.002, -0.993, 2.656], [-3.740, -1.896, -1.319], [-2.880, -2.575, -1.174], [-3.987, 2.864, 0.296], [-2.229, -2.976, -2.489], [-3.726, -4.588, -1.327], [-2.400, -6.932, -5.184], [-1.065, -3.681, -1.910], [-4.047, 1.121, -0.170], [-1.422, 2.960, 1.165], [0.193, 0.274, 0.154], [-3.545, -4.131, 0.358], [-0.729, -1.300, 3.405], [-3.151, -6.618, -1.205], [1.642, 0.225, 1.559], [-1.541, -5.623, -0.905], [-0.495, -4.179, -2.714], [-3.106, -3.989, -0.634], [-3.914, 2.188, 2.690], [-3.432, -6.554, -2.261], [1.502, 0.485, -1.424], [-2.049, 3.930, 1.875], [1.275, 2.687, -1.007], [-2.960, 2.228, -1.048], [-2.331, -5.940, -2.990], [-0.057, -7.205, -3.747], [-3.351, -6.398, -5.323], [-3.168, -8.700, -2.235], [0.661, -0.414, -2.194], [-0.417, 1.620, -2.082], [-4.376, -6.006, -2.373], [0.932, -1.422, -2.511], [-1.071, 3.516, -0.036], [-0.853, -7.876, -3.381], [-0.372, -2.936, -1.447], [-2.424, -7.832, -5.825], [0.705, 0.969, 3.449], [-2.092, 1.178, 3.306], [-2.214, -7.234, -3.693], [-0.245, 2.702, 1.804], [-1.165, -4.381, 0.257], [-0.507, 0.285, -2.565], [-1.633, -4.544, -0.736], [-2.178, -2.089, -0.454], [2.457, 0.937, 1.407], [2.559, 0.342, -1.194], [2.160, -1.502, 0.134], [-1.110, 2.429, -2.312], [0.811, 1.767, -1.363], [1.478, -1.064, 0.868], [-2.977, 1.288, 2.282]], "nbo_charge": [-0.353, -0.638, -0.907, 0.123, 0.221, 0.216, 0.207, -0.481, 0.213, 0.210, -0.301, -0.331, 0.204, -0.246, 0.197, -0.088, 0.207, -0.544, 0.195, -0.624, -0.091, 0.225, 0.956, 1.305, 0.203, 0.196, 0.181, -0.462, 0.200, 0.193, -0.428, -0.344, -0.062, -0.439, -0.338, 0.224, 0.237, -0.545, 0.218, 0.217, 0.210, -0.340, -0.235, 0.182, 0.211, -0.337, -0.629, 0.185, 0.202, 0.213, -0.327, 0.278, -0.322, 0.201, -0.328, -0.424, 0.201, 0.222, 0.220, 0.223, 0.195, -0.444, -0.444, 0.963]}

{"formula": "C23H31FN2O4S", "method": "ωB97M-V/def2-TZVPD", "energy_ev": -49077.347, "relative_energy_kcal_mol": 1.42, "smiles": "C[C@@H]1C[C@@H](C)CN(CCCNC(=O)c2ccc(CS(=O)(=O)Cc3ccccc3F)o2)C1", "lumo_energy_ev": 0.47, "homo_lumo_gap_ev": 9.151, "symbols": ["H", "H", "H", "C", "C", "H", "C", "C", "H", "H", "C", "H", "H", "C", "H", "H", "H", "O", "C", "H", "C", "C", "C", "H", "H", "H", "N", "C", "C", "H", "H", "N", "O", "H", "C", "H", "C", "H", "C", "H", "C", "H", "H", "S", "O", "F", "H", "H", "H", "C", "H", "C", "H", "C", "C", "C", "H", "O", "C", "C", "H", "H"], "coordinates": [[-3.144, 3.332, 1.031], [1.299, -3.534, -0.817], [-0.535, 4.022, -2.106], [0.644, -4.159, 1.125], [-0.059, -5.104, 3.228], [-1.628, 1.200, -4.283], [2.117, 2.435, 0.215], [-1.491, 2.210, -3.902], [-1.018, -0.741, -2.027], [-2.839, 0.899, 1.343], [2.999, 0.264, -0.847], [-0.159, -4.590, -0.831], [-3.850, 2.337, -2.560], [0.111, 5.306, 0.220], [-4.428, 1.686, -0.339], [-3.230, 0.700, -2.339], [-1.510, 0.964, 0.200], [-2.055, -2.772, -0.508], [1.073, -4.603, 3.848], [0.227, 6.313, 0.625], [-0.165, -1.364, -1.774], [2.005, 1.124, -0.457], [-3.045, 3.282, -0.056], [-3.786, 3.975, -0.497], [2.885, -3.466, 3.578], [-0.965, 1.616, -1.912], [-1.693, 3.688, -0.410], [1.766, -3.659, 1.777], [0.392, -3.823, -0.296], [-1.894, 5.799, -0.417], [4.049, 0.411, -0.706], [0.940, 3.015, 0.517], [3.204, 2.922, 0.475], [1.895, 4.659, 1.269], [-2.582, 0.823, 0.289], [1.237, -4.774, 4.901], [-1.536, 3.666, -1.855], [0.033, -2.089, -2.556], [-0.274, -4.879, 1.880], [0.366, 4.252, 2.087], [-3.360, 1.857, -0.519], [-0.484, 2.537, -4.149], [0.556, 5.297, -0.776], [-0.703, -2.334, -0.284], [0.799, 0.615, -0.796], [2.674, -2.960, 1.060], [0.053, 2.630, 0.212], [-2.267, 4.339, -2.342], [-2.823, -0.187, -0.038], [1.012, -0.570, -1.401], [-0.782, -5.667, 3.798], [-1.386, 4.998, 0.151], [-2.198, 2.864, -4.409], [0.866, 4.324, 1.115], [-1.714, 2.247, -2.393], [1.998, -3.875, 3.120], [2.827, -1.696, -1.880], [-0.439, -1.567, 0.896], [2.355, -0.835, -1.452], [-3.107, 1.739, -2.025], [-1.165, -5.254, 1.398], [-1.780, 5.020, 1.171]], "nbo_charge": [0.201, 0.250, 0.203, -0.154, -0.223, 0.206, 0.622, -0.602, 0.267, 0.213, -0.236, 0.256, 0.200, -0.410, 0.206, 0.205, 0.213, -0.950, -0.182, 0.216, -0.673, 0.181, -0.214, 0.164, 0.232, 0.209, -0.474, 0.487, -0.652, 0.171, 0.246, -0.618, -0.627, 0.240, -0.623, 0.219, -0.214, 0.252, -0.165, 0.187, -0.210, 0.209, 0.204, 2.140, -0.403, -0.337, 0.435, 0.164, 0.217, 0.263, 0.219, -0.211, 0.204, -0.226, -0.231, -0.297, 0.227, -0.927, -0.286, -0.401, 0.221, 0.196]}

{"formula": "C23H31FNO2PbSe2", "method": "ωB97M-V/def2-TZVPD", "energy_ev": -168599.760, "relative_energy_kcal_mol": 26.13, "lumo_energy_ev": 2.56, "homo_lumo_gap_ev": 6.798, "charge": -1, "symbols": ["C", "C", "C", "H", "H", "H", "C", "Se", "H", "C", "H", "H", "H", "H", "H", "C", "H", "H", "H", "H", "C", "H", "C", "H", "H", "H", "C", "H", "H", "F", "O", "H", "H", "C", "H", "C", "H", "H", "C", "C", "C", "O", "C", "C", "H", "C", "C", "C", "H", "C", "N", "H", "H", "H", "Se", "C", "H", "H", "Pb", "C", "C"], "coordinates": [[-3.964, 2.369, 1.561], [-2.883, 3.445, 1.699], [-3.652, 1.124, 2.385], [2.451, 1.032, -1.799], [5.439, 1.236, -1.196], [-1.581, 0.658, -4.151], [-0.422, 0.310, -2.415], [-1.473, 3.601, 0.290], [3.856, 0.585, -3.797], [-0.677, -1.305, -4.156], [-4.421, 2.985, -0.451], [5.345, -2.517, 1.223], [-4.975, 3.310, 3.231], [1.258, -4.357, 1.799], [0.370, -3.148, -3.826], [-5.228, 2.989, 2.208], [-2.650, 1.604, -0.753], [-4.481, 0.427, 2.271], [3.063, -0.885, -3.231], [0.898, -0.970, 3.286], [3.215, -2.376, 1.429], [-0.478, -4.052, 1.634], [2.084, -0.810, -0.014], [-5.317, 1.550, 0.109], [-5.524, 3.883, 1.634], [-0.085, -1.706, 1.072], [2.036, -1.791, 0.989], [1.351, -2.647, 3.600], [3.176, -3.132, 2.198], [-0.693, 1.571, -1.966], [-3.482, 1.149, -0.555], [-7.014, 2.453, 2.762], [5.434, -0.833, -0.560], [0.685, -1.776, -2.232], [-2.357, 3.328, 2.650], [0.420, -0.519, -1.653], [1.325, -2.453, -1.688], [-3.343, 4.436, 1.683], [3.808, -0.132, -2.981], [0.509, -3.754, 1.284], [4.441, 1.651, -1.315], [-6.299, 2.069, 2.245], [-4.334, 2.031, 0.097], [3.331, -0.462, -0.566], [4.474, 2.409, -2.095], [0.723, -2.263, 1.560], [3.430, 0.562, -1.671], [-0.957, -0.053, -3.627], [-0.356, -2.196, 3.418], [4.483, -1.084, -0.114], [0.930, -0.144, -0.458], [-1.095, -1.602, -5.107], [4.157, 2.128, -0.380], [4.776, -0.623, -2.894], [-2.041, 0.008, 2.037], [0.147, -2.160, -3.439], [-3.575, 1.407, 3.440], [0.574, -3.968, 0.219], [0.077, 1.453, 1.133], [4.437, -2.039, 0.882], [0.654, -2.006, 3.064]], "nbo_charge": [-0.162, -0.532, -0.526, 0.229, 0.190, 0.217, 0.304, -0.391, 0.197, -0.288, 0.156, 0.197, 0.157, 0.188, 0.197, -0.044, 0.492, 0.227, 0.225, 0.213, -0.219, 0.207, 0.242, 0.184, 0.155, 0.241, -0.053, 0.186, 0.197, -0.344, -0.738, 0.465, 0.195, -0.312, 0.206, 0.200, 0.211, 0.206, -0.598, -0.592, -0.594, -0.731, -0.057, -0.046, 0.199, -0.258, -0.243, -0.249, 0.221, -0.224, -0.811, 0.200, 0.212, 0.189, -0.370, -0.199, 0.198, 0.209, 0.899, -0.230, -0.600]}

Number 1: F_max 0.04952 hartree/bohr. Number 2: F_max 0.06138 hartree/bohr. Number 3: F_max 0.02496 hartree/bohr. Number 4: F_max 0.01509 hartree/bohr.